## a
C11H15N | ωB97M-V/def2-TZVPD

Each atom is followed by the atoms it is bonded to, with distances in Å.
Geometry (Å):
1 N -2.268 -0.486 0.122  C3 1.431, C12 1.457, H23 1.097
2 C 0.985 -0.033 -1.316  C4 1.404, C9 1.355, H21 1.139
3 C -1.323 0.231 -0.679  N1 1.431, C4 1.350, C11 1.366
4 C -0.256 -0.559 -0.922  C2 1.404, C3 1.350, C8 1.466
5 C -0.108 2.187 -1.187  C9 1.440, C11 1.370, H27 1.114
6 C 2.005 2.004 2.310  C7 1.550, H14 1.170, H18 1.102, H25 1.146
7 C 2.068 0.544 2.827  C6 1.550, H13 1.123, H15 1.100, H19 1.043
8 C -0.598 -1.935 -0.551  C4 1.466, C10 1.517, C12 1.358
9 C 0.984 1.307 -1.514  C2 1.355, C5 1.440, H16 1.092
10 C 0.341 -3.099 -0.297  C8 1.517, H20 1.034, H24 1.110, H26 1.105
11 C -1.272 1.593 -0.776  C3 1.366, C5 1.370, H22 1.173
12 C -1.764 -1.853 0.141  N1 1.457, C8 1.358, H17 1.109
13 H 2.415 0.444 3.890  C7 1.123
14 H 1.618 2.760 3.114  C6 1.170
15 H 2.865 -0.002 2.301  C7 1.100
16 H 1.932 1.695 -1.893  C9 1.092
17 H -2.439 -2.700 0.374  C12 1.109
18 H 1.084 2.074 1.709  C6 1.102
19 H 1.100 0.182 2.972  C7 1.043
20 H 1.122 -3.266 -0.954  C10 1.034
21 H 1.889 -0.721 -1.402  C2 1.139
22 H -2.106 2.227 -0.248  C11 1.173
23 H -3.334 -0.421 -0.127  N1 1.097
24 H 0.758 -2.946 0.720  C10 1.110
25 H 2.932 2.432 1.787  C6 1.146
26 H -0.332 -3.974 -0.260  C10 1.105
27 H 0.005 3.286 -1.037  C5 1.114

The multiplicity is 2. The calculation puts the HOMO-LUMO gap (alpha / beta) at 9.648 / 5.898 eV. Its net charge is +1. The expectation value of S² is 0.774.

The molecule's Mulliken atomic charges, reported in e, are given here: number 1, N, carries -0.257; number 2, C, carries -0.530; number 3, C, carries -0.155; number 4, C, carries 0.895; number 5, C, carries -0.543; number 6, C, carries -0.464; number 7, C, carries -0.979; number 8, C, carries 0.686; number 9, C, carries -0.557; number 10, C, carries -1.398; number 11, C, carries -0.146; number 12, C, carries -0.356; number 13, H, carries 0.351; number 14, H, carries 0.275; number 15, H, carries 0.260; number 16, H, carries 0.374; number 17, H, carries 0.360; number 18, H, carries -0.030; number 19, H, carries 0.331; number 20, H, carries 0.457; number 21, H, carries 0.334; number 22, H, carries 0.308; number 23, H, carries 0.378; number 24, H, carries 0.326; number 25, H, carries 0.282; number 26, H, carries 0.388; number 27, H, carries 0.410

***

## b
C11H15N | ωB97M-V/def2-TZVPD

Each atom is followed by the atoms it is bonded to, with distances in Å.
Geometry (Å):
1 N 1.196 -0.457 0.452  C4 1.326, C9 1.413, H26 1.012
2 C -0.963 0.623 -2.934  C7 1.387, C11 1.390, H25 1.082
3 C 1.730 1.556 -0.410  C4 1.409, C5 1.420, C12 1.481
4 C 1.905 0.645 0.652  N1 1.326, C3 1.409, H19 1.085
5 C 0.806 0.966 -1.312  C3 1.420, C7 1.397, C9 1.413
6 C -1.667 -1.093 2.583  C8 1.527, H20 1.079, H23 1.082, H27 1.101
7 C 0.038 1.414 -2.389  C2 1.387, C5 1.397, H17 1.086
8 C -1.609 -2.618 2.624  C6 1.527, H15 1.088, H16 1.089, H22 1.076
9 C 0.516 -0.310 -0.779  N1 1.413, C5 1.413, C10 1.365
10 C -0.406 -1.142 -1.344  C9 1.365, C11 1.406, H24 1.090
11 C -1.174 -0.649 -2.414  C2 1.390, C10 1.406, H13 1.082
12 C 2.347 2.893 -0.568  C3 1.481, H14 1.090, H18 1.081, H21 1.090
13 H -1.914 -1.265 -2.907  C11 1.082
14 H 1.860 3.454 -1.366  C12 1.090
15 H -0.692 -2.947 3.109  C8 1.088
16 H -1.721 -3.099 1.654  C8 1.089
17 H 0.265 2.348 -2.894  C7 1.086
18 H 3.405 2.835 -0.778  C12 1.081
19 H 2.669 0.671 1.421  C4 1.085
20 H -2.134 -0.636 3.441  C6 1.079
21 H 2.246 3.486 0.342  C12 1.090
22 H -2.461 -3.012 3.149  C8 1.076
23 H -2.211 -0.744 1.714  C6 1.082
24 H -0.584 -2.157 -0.988  C10 1.090
25 H -1.610 1.025 -3.702  C2 1.082
26 H 0.836 -1.163 1.082  N1 1.012
27 H -0.673 -0.623 2.563  C6 1.101

The multiplicity is 2. The calculation puts the HOMO-LUMO gap (alpha / beta) at 9.275 / 6.599 eV. Its net charge is +1. The expectation value of S² is 0.772.

The molecule's Mulliken atomic charges, reported in e, are given here: number 1, N, carries 0.019; number 2, C, carries -0.751; number 3, C, carries 0.750; number 4, C, carries -0.539; number 5, C, carries 0.897; number 6, C, carries -0.664; number 7, C, carries -0.403; number 8, C, carries -0.910; number 9, C, carries 0.056; number 10, C, carries -0.605; number 11, C, carries -0.398; number 12, C, carries -1.268; number 13, H, carries 0.417; number 14, H, carries 0.315; number 15, H, carries 0.294; number 16, H, carries 0.257; number 17, H, carries 0.323; number 18, H, carries 0.341; number 19, H, carries 0.415; number 20, H, carries 0.356; number 21, H, carries 0.369; number 22, H, carries 0.354; number 23, H, carries 0.247; number 24, H, carries 0.415; number 25, H, carries 0.421; number 26, H, carries 0.215; number 27, H, carries 0.079

***

The computed energies, referenced to the most stable structure and given in eV, are a 2.186; b 0.000.